Entry from OMol25: C32H37AsBrCl2CuN3O2Si2 as an isolated structure (ωB97M-V/def2-TZVPD).

Values from the calculation:
Expectation value of S²: 0.76
HOMO energy (alpha / beta): -7.535 / -7.753 eV
DFT total energy: -258674.579 eV
Strongest force on any atom: 0.24 eV/Å
2S+1: 2
Relative energy (zero: lowest compared OMol25 entry of this formula, charge and spin): 4.18 kcal per mole
Total charge: 0
Lowest unoccupied orbital energy (alpha / beta): -0.045 / -0.055 Ha

Geometry (Å):
Cu -0.058 0.193 0.128
Br -5.253 4.823 -1.783
C -3.955 3.839 -0.827
C -3.470 4.339 0.373
C -2.511 3.626 1.072
C -2.044 2.412 0.577
C -2.534 1.931 -0.633
C -3.493 2.638 -1.339
N -1.032 1.642 1.203
C -0.664 1.828 2.402
C 0.419 1.002 2.963
C 0.778 1.096 4.298
C 1.797 0.279 4.768
C 2.406 -0.600 3.891
C 1.977 -0.629 2.569
N 1.015 0.159 2.114
H -3.829 5.287 0.748
H -2.110 4.050 1.984
H -2.150 0.993 -1.021
H -3.868 2.260 -2.280
H -1.132 2.559 3.060
H 0.267 1.791 4.951
H 2.103 0.326 5.804
H 3.200 -1.260 4.214
H 2.418 -1.311 1.851
Cl -0.810 1.188 -4.722
C 0.720 1.996 -4.901
C 1.411 1.827 -6.081
C 2.630 2.460 -6.261
C 3.115 3.281 -5.261
C 2.402 3.455 -4.086
Cl 3.055 4.576 -2.923
C 1.196 2.787 -3.842
N 0.448 2.914 -2.683
C 0.995 3.050 -1.372
C 0.506 4.082 -0.583
C 1.001 4.295 0.695
C 1.998 3.467 1.187
C 2.464 2.418 0.407
C 1.972 2.176 -0.873
C 2.530 1.046 -1.691
C 1.536 0.027 -2.283
O 1.884 -0.600 -3.269
O 0.389 -0.107 -1.699
H 0.994 1.184 -6.843
H 3.190 2.322 -7.176
H 4.050 3.812 -5.378
H -0.394 2.354 -2.702
H -0.245 4.738 -1.004
H 0.627 5.122 1.287
H 2.415 3.634 2.173
H 3.237 1.764 0.796
H 3.222 0.467 -1.073
H 3.122 1.421 -2.527
C -4.621 -1.005 0.507
Si -3.256 -1.701 1.591
C -3.793 -3.372 2.253
C -3.078 -0.545 3.066
As -1.158 -1.990 0.566
Si -1.818 -2.694 -1.591
C -0.312 -3.369 -2.457
C -2.594 -1.313 -2.586
C -3.062 -4.092 -1.383
H -5.533 -0.910 1.105
H -4.846 -1.651 -0.342
H -4.371 -0.014 0.124
H -4.752 -3.284 2.773
H -3.057 -3.754 2.963
H -3.905 -4.110 1.458
H -3.940 -0.683 3.726
H -3.060 0.503 2.762
H -2.175 -0.758 3.644
H 0.416 -2.584 -2.669
H -0.615 -3.825 -3.404
H 0.169 -4.144 -1.856
H -1.853 -0.526 -2.729
H -3.481 -0.899 -2.103
H -2.891 -1.697 -3.567
H -2.663 -4.905 -0.773
H -3.303 -4.505 -2.367
H -3.995 -3.752 -0.929

Entry from OMol25: a 2-piece molecular cluster, CH7N3 overall (ωB97M-V/def2-TZVPD).

Values from the calculation:
HOMO energy: -9.386 eV
DFT total energy: -5620.701 eV
Strongest force on any atom: 0.77 eV/Å
2S+1: 1
Relative energy (zero: lowest compared OMol25 entry of this formula, charge and spin): 4.73 kcal per mole
Total charge: 0
Lowest unoccupied orbital energy: 0.031 Ha

Geometry (Å):
N 2.280 -0.495 -2.494
H 3.163 -0.976 -2.442
H 1.766 -0.819 -3.299
H 1.714 -0.731 -1.685
N -1.292 0.844 0.438
C -1.260 0.479 1.744
N -1.589 -0.666 2.180
H -0.663 1.586 0.181
H -1.606 0.160 -0.228
H -0.921 1.272 2.415
H -1.593 -0.654 3.190

Entry from OMol25: a 2-piece molecular cluster, C2H8N2O2 overall (ωB97M-V/def2-TZVPD).

Values from the calculation:
HOMO energy: -9.621 eV
DFT total energy: -9279.202 eV
Strongest force on any atom: 0.85 eV/Å
2S+1: 1
Relative energy (zero: lowest compared OMol25 entry of this formula, charge and spin): 16.33 kcal per mole
Total charge: 0
Lowest unoccupied orbital energy: 0.027 Ha

Geometry (Å):
O -0.682 -0.833 -2.666
C -0.438 0.205 -2.078
N 0.217 0.311 -0.897
C 0.595 -0.887 -0.175
N -0.163 -0.968 1.058
H -0.700 1.169 -2.528
H 0.091 1.113 -0.290
H 0.419 -1.707 -0.862
H 1.645 -0.837 0.096
H 0.222 -1.607 1.740
H -1.157 -1.090 0.943
H 0.444 1.081 1.773
H -0.653 2.047 2.205
O 0.159 2.004 1.682

Entry from OMol25: a 2-piece molecular cluster, C10H16BNO3 overall (ωB97M-V/def2-TZVPD).

Values from the calculation:
Expectation value of S²: 2.01
HOMO energy (alpha / beta): -4.896 / -8.077 eV
DFT total energy: -18931.133 eV
Strongest force on any atom: 10.77 eV/Å
2S+1: 3
Total charge: 0
Lowest unoccupied orbital energy (alpha / beta): 0.018 / -0.071 Ha

Geometry (Å):
B 2.600 -0.055 0.265
C -0.812 -2.381 2.881
C -1.155 -2.312 1.589
C 1.317 0.225 -0.533
C 0.956 0.623 -1.746
C -0.104 -0.283 0.902
C -1.512 -0.021 -2.222
C -1.604 1.194 -1.383
C -0.376 0.861 -2.308
C 2.171 0.894 -2.689
C -1.459 0.768 2.505
N -0.534 -1.410 0.717
O 2.460 -0.353 1.611
O 3.824 -0.083 -0.339
O -0.390 0.782 1.595
H -1.144 -3.237 3.474
H -0.086 -1.552 3.231
H -1.741 -3.123 1.011
H -1.291 -0.980 -1.690
H -2.294 0.031 -3.125
H -2.122 2.133 -1.549
H -1.482 0.969 -0.298
H -0.403 1.556 -3.247
H 3.125 1.081 -2.045
H 2.395 -0.050 -3.210
H 2.009 1.647 -3.485
H -0.937 0.747 3.456
H -1.974 -0.132 2.338
H -2.093 1.659 2.337
H 3.228 -0.886 1.806
H 4.558 -0.645 -0.084

Entry from OMol25: C4H7NOS2 as an isolated structure (ωB97M-V/def2-TZVPD).

Values from the calculation:
HOMO energy: -8.973 eV
DFT total energy: -29466.837 eV
Strongest force on any atom: 4.72 eV/Å
2S+1: 1
Relative energy (zero: lowest compared OMol25 entry of this formula, charge and spin): 68.11 kcal per mole
Total charge: 0
Lowest unoccupied orbital energy: 0.018 Ha

Geometry (Å):
C 0.918 0.078 0.555
C 0.087 -1.086 0.815
C -1.074 -1.220 -0.251
C 0.412 1.478 0.208
H 0.748 0.321 -1.603
H 1.557 0.216 1.468
H 0.754 -1.988 0.860
H -0.395 -1.265 1.966
H -1.759 -1.989 0.232
H -0.931 -1.427 -1.271
H -0.482 2.446 -1.371
N -0.442 1.401 -0.961
O 0.766 2.597 0.612
S 1.786 -0.196 -0.909
S -1.946 0.636 -0.350

Entry from OMol25: C21H35NOP2Pb as an isolated structure (ωB97M-V/def2-TZVPD).

Values from the calculation:
HOMO energy (alpha / beta): -6.062 / -6.089 eV
DFT total energy: -49700.493 eV
Strongest force on any atom: 8.12 eV/Å
2S+1: 1
Relative energy (zero: lowest compared OMol25 entry of this formula, charge and spin): 0.00 kcal per mole
Total charge: 0
Lowest unoccupied orbital energy (alpha / beta): -0.054 / 0.006 Ha

Geometry (Å):
Pb -0.772 0.314 0.820
P -2.279 -1.923 -0.111
P 1.469 2.334 0.539
N -0.225 0.689 -1.695
H -1.022 -0.550 1.991
C -4.088 -1.811 0.081
H -4.548 -2.790 -0.087
H -4.480 -1.075 -0.633
H -4.316 -1.466 1.107
C -1.888 -3.543 0.646
H -2.627 -4.282 0.326
H -1.912 -3.438 1.748
H -0.876 -3.851 0.350
C -2.071 -2.243 -1.889
H -2.590 -3.174 -2.165
H -0.995 -2.328 -2.114
H -2.475 -1.399 -2.456
C 1.040 4.019 1.131
H 1.934 4.645 1.236
H 0.521 3.918 2.097
H 0.352 4.487 0.415
C 2.825 1.837 1.684
H 3.573 2.629 1.790
H 3.305 0.916 1.316
H 2.379 1.604 2.669
C 2.384 2.696 -1.009
H 3.010 3.589 -0.896
H 1.656 2.840 -1.817
H 3.006 1.831 -1.285
C -0.484 0.954 -2.981
C -1.748 1.991 -4.825
C -1.581 1.776 -3.468
C 0.410 0.348 -3.986
C 0.195 0.599 -5.343
C -0.874 1.411 -5.782
H -2.576 2.638 -5.189
H -2.237 2.223 -2.721
H 1.209 -0.260 -3.609
H 0.903 0.141 -6.064
H -1.014 1.579 -6.837
C -0.606 0.866 3.761
O -0.134 1.745 2.956
C -2.107 0.824 4.109
H -2.312 0.503 5.140
H -2.830 0.277 3.410
H -2.382 1.908 4.042
C 0.213 -0.138 4.463
H 0.692 0.538 5.222
H 1.040 -0.549 3.919
H -0.281 -0.902 5.077
C 3.379 -2.772 0.338
C 2.548 -2.840 1.469
C 1.395 -2.048 1.621
C 1.100 -1.137 0.602
C 1.859 -1.060 -0.549
C 3.001 -1.859 -0.671
H 4.226 -3.383 0.253
H 2.791 -3.541 2.287
H 0.742 -2.134 2.502
H 1.575 -0.394 -1.364
H 3.602 -1.779 -1.570